[1]
The following is a DFT calculation (wB97M-V/def2-TZVPD) of a structure of composition C44H35CoIO6P2S2 in a non-equilibrium geometry.

XYZ file:
```
91
Properties=species:S:1:pos:R:3:forces:R:3
Co 0.442 0.055 -0.677 -0.21 0.38 -0.09
O -0.590 0.815 2.745 -0.08 0.37 0.00
S -0.122 -0.164 1.750 -0.58 -0.46 0.75
C 1.501 -0.663 2.410 0.01 -0.21 -0.37
C 1.594 -0.844 3.779 -0.09 -0.01 -0.03
C 2.789 -1.279 4.330 0.03 -0.04 0.05
C 3.886 -1.512 3.516 0.03 0.00 0.06
C 3.828 -1.202 2.167 -0.10 0.02 0.00
C 2.645 -0.741 1.602 -0.14 0.01 0.03
P 2.652 0.080 -0.029 1.13 -0.09 0.38
C 3.972 -0.644 -1.050 -0.14 0.02 -0.09
C 5.309 -0.262 -0.947 0.02 -0.08 0.07
C 6.252 -0.802 -1.807 0.07 0.07 0.04
C 5.870 -1.714 -2.779 -0.05 -0.05 0.03
C 4.538 -2.086 -2.897 0.08 0.04 -0.10
C 3.593 -1.544 -2.043 -0.06 0.19 -0.04
C 3.392 1.684 0.450 -0.06 0.17 -0.23
C 3.690 2.059 1.757 -0.05 -0.06 -0.05
C 4.252 3.303 2.015 0.00 0.02 -0.03
C 4.502 4.189 0.979 -0.02 0.00 0.12
C 4.176 3.836 -0.323 0.06 0.04 -0.03
C 3.630 2.591 -0.584 0.04 -0.09 -0.02
C -1.284 -1.563 1.963 0.34 -0.16 -0.08
C -1.118 -2.475 2.991 0.04 0.07 -0.13
C -2.034 -3.498 3.189 -0.06 -0.04 0.01
C -3.116 -3.633 2.339 0.03 -0.04 0.11
C -3.296 -2.708 1.322 0.06 0.14 -0.05
C -2.407 -1.648 1.120 -0.04 0.15 -0.21
P -3.121 -0.411 -0.071 0.22 -0.14 0.14
C -1.939 -0.182 -1.466 -0.41 -0.26 -0.14
C -2.164 0.885 -2.350 0.08 0.04 0.00
C -1.521 0.948 -3.572 -0.06 0.01 -0.04
C -0.665 -0.068 -3.972 0.02 -0.04 0.03
C -0.503 -1.181 -3.162 0.04 0.01 -0.04
C -1.154 -1.258 -1.931 -0.49 0.18 -0.09
C -3.068 1.107 0.953 -0.18 0.01 -0.16
C -3.709 0.998 2.189 0.05 0.00 -0.07
C -3.842 2.099 3.012 -0.04 0.01 0.02
C -3.355 3.334 2.603 -0.01 -0.03 0.02
C -2.736 3.452 1.371 0.01 0.17 -0.01
C -2.603 2.348 0.541 0.08 -0.09 0.06
H 0.735 -0.624 4.399 0.00 -0.04 0.02
H 2.856 -1.446 5.397 0.00 -0.01 0.00
H 4.805 -1.892 3.943 0.00 0.01 -0.01
H 4.711 -1.301 1.548 0.00 0.01 -0.01
H 5.609 0.467 -0.204 0.02 0.00 0.00
H 7.288 -0.497 -1.726 0.00 -0.01 0.02
H 6.611 -2.130 -3.449 0.00 0.00 -0.01
H 4.242 -2.787 -3.667 -0.04 -0.02 0.05
H 2.552 -1.825 -2.130 0.08 0.00 -0.08
H 3.491 1.392 2.583 -0.01 -0.03 0.02
H 4.496 3.574 3.034 -0.01 0.01 0.00
H 4.946 5.153 1.195 -0.02 0.02 -0.05
H 4.353 4.534 -1.132 -0.01 -0.03 -0.02
H 3.386 2.312 -1.604 0.00 0.03 0.00
H -0.263 -2.407 3.640 0.15 -0.05 0.03
H -1.895 -4.186 4.013 0.04 -0.03 -0.03
H -3.835 -4.429 2.484 0.02 -0.01 -0.02
H -4.167 -2.774 0.682 0.00 -0.01 0.01
H -2.872 1.660 -2.085 0.05 -0.01 -0.04
H -1.689 1.794 -4.225 -0.02 0.02 0.02
H -0.155 -0.008 -4.924 0.00 -0.01 0.00
H 0.084 -2.024 -3.507 0.06 0.01 0.05
H -1.157 -2.188 -1.384 0.16 0.13 0.11
H -4.091 0.034 2.508 -0.01 0.02 0.06
H -4.331 2.000 3.972 0.01 -0.02 0.00
H -3.469 4.198 3.244 0.04 0.01 -0.01
H -2.351 4.411 1.048 0.01 -0.01 -0.02
H -2.115 2.463 -0.415 0.05 0.06 0.08
I -0.159 8.854 -0.335 0.06 -0.26 -0.04
C 0.164 6.783 -0.522 0.01 0.32 0.03
C 0.590 6.062 0.584 0.01 -0.03 0.03
C 0.751 4.692 0.471 -0.07 -0.02 -0.07
C 0.506 4.054 -0.743 -0.03 0.03 0.09
C 0.124 4.796 -1.851 0.01 -0.09 -0.03
C -0.057 6.167 -1.743 0.00 0.03 -0.08
C 0.555 2.565 -0.779 0.09 -0.09 0.03
O 0.531 1.954 0.321 -0.14 0.27 -0.17
O 0.579 1.913 -1.861 -0.09 -0.07 0.04
H 0.775 6.557 1.527 -0.01 0.01 -0.01
H 1.048 4.098 1.326 -0.01 -0.02 0.01
H -0.052 4.295 -2.795 0.00 -0.03 0.02
H -0.375 6.746 -2.599 0.00 0.00 0.01
C -0.027 -4.498 -0.385 0.32 0.34 0.14
S 1.253 -3.375 0.177 -0.56 -0.31 -0.29
O 1.457 -3.678 1.570 -0.15 0.28 0.27
O 2.396 -3.581 -0.677 0.04 -0.09 -0.10
O 0.622 -2.021 -0.052 0.47 -0.48 0.14
H 0.314 -5.503 -0.149 -0.04 -0.03 -0.03
H -0.150 -4.377 -1.460 -0.04 -0.02 -0.01
H -0.943 -4.262 0.152 -0.04 -0.04 0.01
```
Forces are in eV/Å.

## Properties
LUMO (alpha / beta) = 0.264 / -0.259 eV
Highest occupied orbital energy (alpha / beta) = -8.195 / -8.206 eV
Spin multiplicity = 4

Here are the natural (NBO) charges for atoms 1 to 5, given in e: atom 1 (Co): 1.357, atom 2 (O): -0.968, atom 3 (S): 1.259, atom 4 (C): -0.108, atom 5 (C): -0.235

[2]
The following is a DFT calculation (wB97M-V/def2-TZVPD) of an isolated molecule of C3H5NS in a non-equilibrium geometry.

XYZ file:
```
10
Properties=species:S:1:pos:R:3:forces:R:3
S 2.619 -0.051 -0.116 0.79 -0.65 0.05
C 1.050 -0.096 0.054 -0.55 0.34 0.21
C -0.188 -1.087 0.023 1.33 -0.21 -1.67
N -0.954 0.078 -0.361 -0.42 0.22 -0.36
C 0.103 1.079 0.018 -2.93 -0.90 -0.82
H -0.052 -1.761 -0.887 -0.16 0.24 1.49
H -0.613 -1.609 0.907 1.00 0.15 -0.32
H -1.833 0.093 0.095 -0.86 0.56 0.49
H -0.088 1.482 0.996 0.24 0.29 0.74
H -0.043 1.873 -0.728 1.56 -0.04 0.20
```
Forces are in eV/Å.

## Properties
LUMO = -0.146 eV
Highest occupied orbital energy = -8.718 eV
Relative energy (zero: lowest compared OMol25 entry of this formula, charge and spin) = 44.5 kcal per mole

Here are the natural (NBO) charges for atoms 1 to 5, given in e: atom 1 (S): 0.120, atom 2 (C): -0.101, atom 3 (C): -0.286, atom 4 (N): -0.623, atom 5 (C): -0.312

[3]
The following is a DFT calculation (wB97M-V/def2-TZVPD) of the ion C5H11N2O with charge +1.

XYZ file:
```
19
Properties=species:S:1:pos:R:3:forces:R:3
C -0.976 0.768 1.153 0.25 0.04 -0.09
C -0.280 -0.064 0.085 -0.32 0.37 -0.17
C -1.246 -0.490 -1.016 0.20 0.04 0.07
N 0.311 -1.265 0.696 -0.04 -0.07 0.16
C 1.579 -1.374 0.431 0.14 -0.26 0.03
N 2.027 -0.397 -0.320 -0.07 0.12 -0.11
C 0.988 0.641 -0.510 -0.03 -0.18 -0.37
O 1.311 1.777 0.194 0.05 0.34 0.26
H -1.800 0.207 1.583 -0.11 -0.09 0.02
H -1.371 1.678 0.712 -0.07 0.07 -0.03
H -0.280 1.049 1.938 -0.01 0.03 0.09
H -2.068 -1.063 -0.595 -0.09 -0.06 0.04
H -0.745 -1.099 -1.765 0.04 -0.07 -0.10
H -1.664 0.388 -1.501 -0.04 0.11 -0.05
H -0.234 -1.897 1.261 0.20 -0.10 0.02
H 2.197 -2.190 0.773 0.03 -0.05 0.06
H 2.997 -0.245 -0.552 -0.02 -0.16 0.04
H 0.869 0.827 -1.585 0.00 0.02 0.22
H 1.842 2.397 -0.320 -0.10 -0.08 -0.08
```
Forces are in eV/Å.

## Properties
LUMO = -3.220 eV
Charge = +1
Highest occupied orbital energy = -14.833 eV
Relative energy (zero: lowest compared OMol25 entry of this formula, charge and spin) = 6.7 kcal per mole

Here are the natural (NBO) charges for atoms 1 to 5, given in e: atom 1 (C): -0.618, atom 2 (C): 0.096, atom 3 (C): -0.617, atom 4 (N): -0.507, atom 5 (C): 0.389

[4]
The following is a DFT calculation (wB97M-V/def2-TZVPD) of an isolated molecule of C3H6N2O in a non-equilibrium geometry.

XYZ file:
```
12
Properties=species:S:1:pos:R:3:forces:R:3
N 1.559 0.859 -1.728 -0.08 -0.38 1.06
C 1.196 0.375 -0.740 0.49 0.32 -0.81
C 0.475 -0.326 0.360 0.00 -0.14 -0.14
N 0.287 0.399 1.599 0.08 0.25 -0.07
C -0.895 -0.648 -0.293 0.00 -0.25 0.16
O -1.351 0.429 -1.074 -0.09 -0.02 -0.16
H 1.033 -1.243 0.576 -0.18 0.06 -0.06
H 1.162 0.747 1.976 -0.10 -0.04 -0.05
H -0.335 1.189 1.457 0.08 -0.01 -0.02
H -0.818 -1.578 -0.874 0.02 0.18 0.04
H -1.628 -0.792 0.506 0.16 -0.03 -0.08
H -0.686 0.589 -1.766 -0.39 0.05 0.14
```
Forces are in eV/Å.

## Properties
LUMO = 0.783 eV
Highest occupied orbital energy = -10.457 eV
Relative energy (zero: lowest compared OMol25 entry of this formula, charge and spin) = 34.5 kcal per mole

Here are the natural (NBO) charges for atoms 1 to 5, given in e: atom 1 (N): -0.343, atom 2 (C): 0.261, atom 3 (C): -0.172, atom 4 (N): -0.806, atom 5 (C): -0.059